39
Properties=species:S:1:pos:R:3 method="wB97M-V/def2-TZVPD" charge=+2 e_homo_ev="-15.3584 / -15.5492" e_lumo_ha="-0.38877 / -0.37709" mol_weight_g_mol=555.5 multiplicity=7 s_squared=12.747 gap_ev="4.78 / 5.29"
C -0.489 -2.413 -1.532
C 0.726 -1.509 -1.455
H -0.188 -3.440 -1.804
H -1.212 -2.061 -2.283
H -1.043 -2.461 -0.574
O 1.855 -1.900 -1.459
I 0.808 3.167 0.260
Tb -0.575 0.559 -0.059
P 0.345 0.830 -2.834
C 1.976 1.355 -3.450
C -0.142 -0.244 -4.217
H -1.634 2.246 -2.921
H -0.553 2.501 -4.338
H -0.150 3.226 -2.733
C -0.592 2.362 -3.249
H -1.171 -0.586 -4.079
H -0.075 0.335 -5.145
H 1.878 1.636 -4.507
H 2.688 0.530 -3.357
H 0.516 -1.114 -4.286
H 2.337 2.214 -2.880
C 2.010 0.563 -0.519
O 3.153 0.455 -0.605
Cl -2.973 0.436 -0.792
C -0.729 -0.549 5.359
N -0.157 -0.726 4.026
C 1.046 -1.548 3.915
C -0.677 -0.200 2.939
C -1.856 0.731 2.982
O -0.115 -0.491 1.808
H -0.095 -1.119 6.040
H -1.756 -0.935 5.404
H -0.733 0.507 5.658
H 0.895 -2.395 3.235
H 1.905 -0.958 3.572
H 1.252 -1.920 4.920
H -1.543 1.763 2.731
H -2.619 0.406 2.248
H -2.309 0.748 3.983